C4H16NO2 | the ωB97M-V functional and the def2-TZVPD basis

XYZ file:
```
23
Properties=species:S:1:pos:R:3:nbo_charge:R:1
C 0.08 0.81 -0.50 -0.263
C -0.10 -0.77 -0.37 -0.430
C 0.04 -1.52 -1.67 -0.422
C 1.44 -1.27 -2.36 -0.615
N -1.23 1.37 -0.11 -0.705
H 0.94 1.14 0.22 0.252
H 0.52 1.17 -1.46 0.248
H 0.63 -0.90 0.50 0.236
H -1.11 -1.07 0.17 0.220
H 0.00 -2.59 -1.40 0.229
H -0.80 -1.28 -2.43 0.212
H 1.77 -2.08 -3.11 0.241
H 2.18 -1.44 -1.65 0.208
H 1.43 -0.27 -2.76 0.196
H -1.19 2.39 -0.18 0.448
H -1.62 1.12 0.97 0.492
H -2.03 0.93 -0.61 0.443
H -0.70 -1.64 2.68 0.467
H -1.15 -0.52 3.55 0.484
O -0.99 -0.85 2.73 -0.944
H 1.07 1.80 2.66 0.485
H 0.51 3.13 2.89 0.495
O 0.31 2.33 2.22 -0.976
```

Output
total charge: +1
calculated total energy: -366.9067 hartree
energy relative to the best compared isomer or geometry (same formula, charge and spin): 3.341 eV